Here is a structure of composition C25H58N2O2PdSi3 in a non-equilibrium geometry from the OMol25 dataset. Energies are from ωB97M-V/def2-TZVPD.

Each line ends with the Mulliken spin population.
Element x y z (Å)
O (-1.8611, 1.7719, -0.6041)  0.02
O (-2.4943, -1.0105, -3.5362)  0.00
C (-2.8548, 0.8785, -0.0047)  -0.03
C (-3.7317, 1.6904, 0.9071)  -0.01
H (-2.2609, 0.1540, 0.5684)  0.03
H (-3.4017, 0.3433, -0.7864)  0.00
H (-3.1443, 2.2032, 1.6759)  0.01
H (-4.4562, 1.0292, 1.3828)  0.00
H (-4.2847, 2.4453, 0.3396)  0.00
C (-2.0449, 2.1694, -1.9641)  0.00
C (-3.4665, 2.1207, -2.4785)  0.00
H (-1.3954, 1.5477, -2.5972)  0.00
H (-1.6602, 3.2019, -2.0157)  0.00
H (-3.6957, 1.1061, -2.8311)  0.00
H (-3.5438, 2.8061, -3.3364)  0.00
H (-4.2108, 2.4395, -1.7408)  0.00
C (-1.2725, -0.9818, -4.2738)  0.00
C (-2.9876, -2.3107, -3.2213)  0.00
C (-1.2886, 0.1635, -5.2674)  0.00
H (-1.1056, -1.9374, -4.7997)  0.00
H (-0.4537, -0.8274, -3.5533)  0.00
H (-2.0717, 0.0160, -6.0197)  0.00
H (-0.3267, 0.2105, -5.7848)  0.00
H (-1.4609, 1.1218, -4.7668)  0.00
C (-4.2006, -2.6985, -4.0541)  0.00
H (-3.2751, -2.2654, -2.1642)  0.00
H (-2.1972, -3.0676, -3.3458)  0.00
H (-5.0142, -1.9757, -3.9302)  0.00
H (-4.5544, -3.6838, -3.7369)  0.00
H (-3.9485, -2.7614, -5.1180)  0.00
H (-0.6816, -2.6043, 1.5077)  0.01
Pd (-0.3424, 1.7716, 1.0460)  0.59
C (-0.9720, -3.1759, 0.6492)  -0.01
Si (0.1833, -4.6443, 0.4522)  0.00
H (-2.0054, -3.5387, 0.8037)  0.00
H (-0.9685, -2.5394, -0.2527)  0.00
C (-0.8684, -6.1995, 0.6570)  0.00
C (1.5419, -4.5738, 1.7596)  0.00
C (0.9477, -4.5925, -1.2673)  0.00
C (-0.7053, 3.7331, 1.2611)  0.43
Si (0.6074, 4.0791, -0.0524)  -0.11
H (-0.4644, 4.0986, 2.2743)  -0.01
H (-1.7850, 3.8271, 1.0511)  -0.01
C (-0.0792, 5.4936, -1.0749)  0.03
C (1.1300, 2.6897, -1.2345)  0.01
C (2.1935, 4.5088, 0.8362)  0.03
H (0.3763, -3.9367, -1.9400)  0.00
H (0.9633, -5.6012, -1.7046)  0.00
H (1.9794, -4.2127, -1.2305)  0.00
H (-1.4870, -6.1216, 1.5632)  0.00
H (-0.2489, -7.1035, 0.7449)  0.00
H (-1.5548, -6.3301, -0.1919)  0.00
H (1.1611, -4.0956, 2.6739)  0.00
H (2.3989, -3.9816, 1.4070)  0.00
H (1.9097, -5.5774, 2.0270)  0.00
H (0.5870, 2.7264, -2.1845)  0.00
H (1.0151, 1.6699, -0.8164)  0.01
H (2.2011, 2.8274, -1.4306)  0.01
H (2.9903, 4.6410, 0.0893)  0.00
H (2.4945, 3.7184, 1.5396)  0.00
H (2.0645, 5.4530, 1.3824)  0.00
H (0.7570, 6.0382, -1.5360)  0.00
H (-0.6328, 6.1842, -0.4244)  0.00
H (-0.7510, 5.1480, -1.8725)  0.00
C (-1.7830, 0.4361, 3.7102)  0.01
C (-0.2949, 0.2286, 3.7781)  -0.04
C (0.2171, -0.5036, 4.8651)  0.27
C (1.5919, -0.6212, 5.0338)  -0.08
C (2.4132, -0.0490, 4.1057)  0.22
C (1.8673, 0.5377, 2.8981)  -0.06
N (0.4902, 0.7164, 2.8295)  0.17
N (2.5900, 0.8790, 1.8723)  0.46
Si (4.2102, 0.5513, 1.3677)  -0.03
C (5.3555, 1.9495, 1.8855)  0.02
C (4.9588, -1.0421, 2.0462)  0.01
C (4.1166, 0.3820, -0.5027)  0.01
H (-2.0343, 1.3811, 3.2144)  -0.01
H (-2.2792, -0.3940, 3.1849)  0.00
H (-2.1827, 0.4534, 4.7322)  0.00
H (-0.4910, -0.9160, 5.5717)  0.01
H (1.9913, -1.1571, 5.9046)  0.00
H (3.5084, -0.0820, 4.1979)  0.02
H (5.3000, 2.1325, 2.9678)  0.00
H (6.3953, 1.6862, 1.6426)  0.00
H (5.1079, 2.8876, 1.3716)  0.00
H (4.3816, -1.9210, 1.7274)  0.00
H (5.9846, -1.1587, 1.6647)  0.00
H (5.0141, -1.0658, 3.1427)  0.00
H (3.4801, -0.4744, -0.7661)  0.00
H (3.6859, 1.2760, -0.9699)  0.00
H (5.1141, 0.2092, -0.9308)  0.00

Output
Energy in hartree: -2243.65368
HOMO level (alpha / beta) in eV: -5.334 / -6.829
<S²>: 2.0524
ΔE to the lowest compared entry with this formula, charge and spin in eV: 0.0000
Charge: 0
2S+1: 3
HOMO-LUMO gap (alpha / beta) in eV: 5.9 / 4.7